Model i:
Entry from the OMol25 dataset: 8 unconnected molecules or ions with the total composition H16O8 (ωB97M-V/def2-TZVPD).

Computed properties:
E_LUMO, eV: -0.3522
Kohn-Sham gap, eV: 10.9
SMILES string: O.O.O.O.O.O.O.O
HOMO level, Eh: -0.413

```
! wB97M-V def2-TZVPD RIJCOSX def2/J DEFGRID3
* xyz 0 1
O -1.4548 -2.0678 -1.8757
O 5.2125 -0.2154 -1.5402
H 2.6636 1.7079 -1.7156
O 1.0192 0.7709 0.9389
H 4.7857 0.3916 -0.9666
O -2.0429 3.9806 2.8084
O -3.3855 0.4135 1.0297
H -2.8813 4.2225 3.3594
O 1.1439 -2.7793 -3.2798
H -1.4384 -1.0555 1.9198
O 2.5282 1.5776 -0.7195
O -1.8144 -1.4232 2.6286
H -2.2266 3.2386 2.2866
H 1.6639 1.8050 -0.4958
H -3.9385 0.4477 1.8309
H -1.1024 -2.6949 -1.3137
H 1.2278 -0.0971 0.6384
H 1.5122 -2.8607 -2.3857
H -0.0039 0.8526 0.9002
H -1.5832 -2.3709 2.5690
H -1.3439 -1.2321 -1.4456
H -3.5921 1.2796 0.4852
H 0.5158 -3.5730 -3.4290
H 4.5352 -0.3181 -2.2276
*
```

***

Model ii:
Entry from the OMol25 dataset: 9 unconnected molecules or ions with the total composition H16O8 (ωB97M-V/def2-TZVPD).

Computed properties:
E_LUMO, eV: -7.0716
Kohn-Sham gap, eV: 3.2
HOMO level, Eh: -0.376

```
! wB97M-V def2-TZVPD RIJCOSX def2/J DEFGRID3
* xyz 0 1
H -0.6959 -0.5542 3.3509
H -1.8053 -0.3009 0.3465
H 1.7571 -0.7423 -1.2457
H -0.3348 -2.0294 -0.5105
H 1.1273 2.1552 -0.2985
H -1.8743 1.3666 -3.0493
H -1.7965 1.3085 0.4084
O 1.2800 -0.7069 -2.1023
H 0.5848 -1.3678 3.6100
O 1.9000 1.6263 -0.5308
O -1.0917 -1.5698 -0.9283
O -1.5864 1.1830 -2.1656
H 1.2157 0.2535 -2.2657
H -0.6410 -1.1452 -1.7010
H 1.7562 -0.5415 1.8672
H -1.0657 1.9650 -1.5377
H 0.5125 -2.8392 1.3081
H -0.9233 3.4729 -0.4216
O 0.9978 -2.6360 0.4860
O -0.3014 -1.1402 4.0045
H 1.5464 -1.8141 0.8877
O -0.4763 2.6549 -0.4833
O -1.9822 0.4674 0.8438
H 1.8968 0.9341 0.1274
*
```

***

Model iii:
Entry from the OMol25 dataset: 8 unconnected molecules or ions with the total composition H16O8 (ωB97M-V/def2-TZVPD).

Computed properties:
E_LUMO, eV: -0.5210
Kohn-Sham gap, eV: 9.9
SMILES string: O.O.O.O.O.O.O.O
HOMO level, Eh: -0.381

```
! wB97M-V def2-TZVPD RIJCOSX def2/J DEFGRID3
* xyz 0 1
H 0.6960 -2.3697 -1.5589
H 2.1307 1.5601 0.9369
H 1.0048 -2.0427 1.2746
H -1.8761 1.9586 2.2596
O -2.1922 1.1324 1.8940
O 1.6290 1.8553 0.1770
H -1.4825 0.8346 1.3249
O 0.4552 -2.2805 0.5279
O 1.6434 0.5981 -2.8840
O 0.6822 -3.1423 -2.1238
H 1.4577 1.3120 -3.4939
H 0.3264 0.8326 0.0270
O -2.7761 -2.3942 0.1980
H -1.9848 -2.5427 0.7156
H 1.0804 -3.8336 -1.5949
H -0.1050 2.8824 0.5285
H 2.2068 2.4775 -0.2650
O -0.4129 0.2251 0.0511
H 1.3638 0.9318 -2.0315
H 0.0839 4.0445 1.4802
H -0.0037 -3.0717 0.8100
O -0.5138 3.6982 0.8176
H -3.4034 -2.0245 0.8193
H -0.0099 -0.6412 0.1096
*
```

***

Model iv:
Entry from the OMol25 dataset: 8 unconnected molecules or ions with the total composition H16O8 (ωB97M-V/def2-TZVPD).

Computed properties:
E_LUMO, eV: -0.0787
Kohn-Sham gap, eV: 10.3
SMILES string: O.O.O.O.O.O.O.O
HOMO level, Eh: -0.380

```
! wB97M-V def2-TZVPD RIJCOSX def2/J DEFGRID3
* xyz 0 1
H 0.2131 2.1442 1.9493
O 0.4953 0.1046 -0.7900
H 1.2853 0.4360 1.4509
H -2.3602 -0.1483 -2.0411
H 1.6141 -3.0380 -1.7740
H 2.8962 1.2044 0.0889
H -2.5856 1.9575 -0.8732
O -2.0108 1.2567 -0.6489
O 1.5538 -0.1675 2.1707
H -3.9137 -0.1359 -1.9233
H -1.1122 1.7175 1.1316
H -0.6507 -1.1590 0.0580
O 0.8573 -2.9627 -1.1372
H 0.8605 -0.5612 -1.3503
H 4.2199 1.6836 -0.0405
H 1.8516 0.4909 2.8356
H -2.5825 0.6263 -0.2262
O -3.1231 -0.7067 -1.9224
O -1.0374 -1.5662 0.8306
H -0.5738 -1.3058 1.6214
O -0.6960 1.7584 2.0204
H 1.2727 -3.0241 -0.3149
H -0.2634 0.5528 -1.1533
O 3.7894 0.8424 0.0377
*
```

***

Most stable structure among those shown: model iii.